1.
ORCA calculation (wB97M-V/def2-TZVPD) on one molecule with the formula C3H4NO2P at a distorted geometry.

Summary:
Highest occupied orbital energy (Ha): -0.30056
Largest force on an atom (eV/A): 3.10
Orbital gap (eV): 7.4

```
! RIJCOSX wB97M-V def2-TZVPD def2/J DEFGRID3
* xyz 0 1
H -1.03 -1.77 -0.07
C -2.27 0.05 -0.04
H 2.29 -0.37 -0.94
H 2.16 -0.03 1.07
O -3.35 -0.50 -0.08
C 0.16 -0.03 -0.08
H -2.81 2.02 -0.03
O -0.82 1.88 0.00
P 1.77 0.64 -0.11
N -2.04 1.36 0.02
C -0.94 -0.69 -0.06
*
```


2.
ORCA calculation (wB97M-V/def2-TZVPD) on a 2-piece molecular cluster, C13H18N2O7 overall at a distorted geometry.

Summary:
Highest occupied orbital energy (Ha): -0.30902
Largest force on an atom (eV/A): 6.48
Orbital gap (eV): 8.8

```
! RIJCOSX wB97M-V def2-TZVPD def2/J DEFGRID3
* xyz 0 1
H 3.10 3.19 -0.81
C -2.35 -2.12 -0.66
C 5.95 -0.23 -0.81
H 3.25 0.46 1.26
H -7.53 2.11 -0.60
C -2.18 -0.57 1.24
H -2.68 0.17 1.79
H 1.62 -1.92 -0.13
C -4.33 -0.64 -0.02
H -2.96 -2.67 -1.32
O 4.92 3.10 0.61
H -4.61 1.74 1.51
H 6.93 0.87 -1.96
O 6.85 -1.01 -0.61
H 4.95 0.62 1.73
C -0.96 -2.30 -0.61
C 4.23 0.73 0.89
C -4.60 0.81 -0.30
O 6.07 0.91 -1.52
H -3.92 2.67 0.36
O 1.21 -1.68 0.60
C -0.79 -0.84 1.39
N 4.23 -1.53 0.46
C -6.12 0.97 -0.63
H -4.74 -1.17 -0.90
H 5.04 -1.91 0.82
C -2.93 -1.15 0.21
H -4.98 -0.95 0.81
C 4.20 2.17 0.38
O -6.73 0.24 -1.37
H 3.97 -2.14 -0.20
O 3.20 2.23 -0.55
H -4.12 1.07 -1.31
H -0.20 -0.28 1.96
H -0.46 -2.74 -1.40
C 4.53 -0.28 -0.21
C -0.19 -1.64 0.42
H 3.84 -0.14 -1.01
O -6.69 2.10 -0.19
N -4.03 1.75 0.70
*
```


3.
ORCA calculation (wB97M-V/def2-TZVPD) on C20H26N4O3Re as an isolated structure at a distorted geometry.

Summary:
Highest occupied orbital energy (alpha / beta) (Ha): -0.80415 / -0.80369
Largest force on an atom (eV/A): 7.80
Orbital gap (alpha / beta) (eV): 5.5 / 3.8
⟨S²⟩: 3.77

```
! RIJCOSX wB97M-V def2-TZVPD def2/J DEFGRID3
* xyz 4 4
H 0.10 3.16 -2.75
C -0.13 -0.09 1.70
C 3.74 -3.81 -0.01
H -1.08 -2.74 4.83
H 0.20 0.59 4.52
O -2.76 1.67 -0.55
Re -0.32 0.37 -2.07
H -0.31 -0.54 -4.92
C 3.23 -2.59 0.61
C -0.24 1.35 -3.91
H 1.54 6.04 0.32
H 3.29 -4.69 0.47
N 2.91 -1.65 1.21
H -4.02 -0.95 -5.79
C -1.12 -1.43 -1.38
H 1.69 0.70 2.10
H 1.92 0.22 4.34
H 2.62 -0.20 -1.72
N -4.00 -0.57 -2.62
H -5.79 -0.93 -5.26
H 0.42 5.65 1.65
H -2.49 -2.15 2.97
C -1.88 1.24 -1.18
C -1.47 -0.36 2.35
H 3.60 -3.90 -1.10
O -1.60 -2.36 -0.87
C 0.40 2.13 -2.92
C -0.87 -1.77 4.36
C -4.33 -0.50 -3.74
H -4.83 0.59 -5.50
C 1.84 4.15 1.21
C 0.13 0.01 -4.10
H -1.65 0.41 3.10
H -1.35 -1.01 4.99
C 1.81 0.22 -2.35
H 1.36 -1.61 -3.39
H 1.08 -1.74 5.29
C 0.63 -1.51 4.32
C 1.43 1.55 -2.13
H 2.14 6.05 2.00
H -0.88 -2.41 2.32
H -0.97 1.80 -4.56
C 1.45 5.56 1.29
H 1.90 2.12 -1.33
C 0.92 -0.04 3.97
O 0.09 -0.29 0.48
H 1.10 -2.17 3.58
H 4.82 -3.86 0.19
C -4.77 -0.46 -5.14
C -1.47 -1.75 2.97
N 2.24 3.07 1.28
N 0.86 0.27 2.54
H -2.24 -0.26 1.59
C 1.12 -0.57 -3.29
*
```


4.
ORCA calculation (wB97M-V/def2-TZVPD) on one molecule with the formula C5H7NO.

Summary:
Highest occupied orbital energy (Ha): -0.32016
Largest force on an atom (eV/A): 0.89
Orbital gap (eV): 9.6

```
! RIJCOSX wB97M-V def2-TZVPD def2/J DEFGRID3
* xyz 0 1
O -0.40 0.03 -2.68
H 0.09 -0.48 2.32
C -0.13 0.53 -1.65
C -0.86 -1.54 -0.46
H 1.63 1.21 0.94
H 0.10 -2.00 -0.73
H 1.05 -1.11 0.96
H 0.24 2.32 -0.98
N -1.01 -0.80 0.56
C 0.23 -0.44 1.23
H -1.70 -1.71 -1.13
C 0.55 1.01 0.80
H 0.02 1.70 1.46
C 0.19 1.30 -0.63
*
```


5.
ORCA calculation (wB97M-V/def2-TZVPD) on C34H58AsIN5ReS3Si3 as an isolated structure at a distorted geometry.

Summary:
Highest occupied orbital energy (alpha / beta) (Ha): -0.57528 / -0.57526
Largest force on an atom (eV/A): 1.17
Orbital gap (alpha / beta) (eV): 6.7 / 6.4
⟨S²⟩: 3.80

```
! RIJCOSX wB97M-V def2-TZVPD def2/J DEFGRID3
* xyz 3 4
H -3.23 0.68 5.18
H -2.13 -2.42 1.53
H 2.51 -1.63 4.50
C -5.26 -0.33 1.32
H 3.60 -1.99 -0.32
H -5.67 -0.62 2.27
H -3.20 -0.45 1.94
C -1.37 -2.76 -2.85
H -0.76 3.38 2.78
C -0.61 3.18 -0.71
H -3.80 0.81 3.53
H 1.48 -4.47 -3.26
H 2.38 2.29 4.86
Si -1.31 1.11 3.74
C -0.04 0.02 2.65
H 2.97 2.66 3.26
H -1.96 -3.65 -2.61
H 1.94 -2.34 2.27
H 3.48 -3.74 -0.54
Si 1.74 0.47 3.29
C 3.85 0.55 -0.86
C -0.52 1.42 5.42
C 2.90 -2.82 -0.44
H -1.69 -1.95 -2.22
C 2.57 -0.55 4.63
C -1.95 0.59 -1.72
H -1.99 2.55 1.79
C 4.09 0.41 1.52
H 3.62 -0.27 4.67
H 3.71 -1.87 -2.68
H -0.75 0.60 6.11
H 1.84 0.44 -1.56
As 0.20 0.81 -6.02
H 1.01 6.15 -0.76
H -2.43 3.27 3.34
N 2.09 -2.64 -1.64
C 4.67 0.52 0.27
C -4.29 0.38 -1.16
C -3.41 0.14 -0.09
H 2.27 -2.11 -3.67
H 0.30 -1.37 5.64
H -0.98 2.32 5.84
C 0.57 -4.00 -3.62
H -1.45 -1.37 5.46
N 1.93 0.30 0.53
H 1.74 2.58 1.48
C 1.28 -0.22 -7.25
H -0.12 3.29 -5.75
C 0.56 2.68 -6.34
N 0.05 -3.04 -2.65
C -0.53 -1.85 5.12
H 3.29 -3.50 -3.18
Re -0.12 0.22 0.47
H -1.86 -0.59 -6.36
H 1.28 2.96 3.68
H 0.76 -3.53 -4.59
N 0.13 2.49 0.18
S -0.10 -2.18 -0.14
H -0.56 -2.89 5.45
H 4.26 0.67 -1.85
H 1.58 2.91 -6.06
H -7.21 -0.12 0.42
N -2.07 0.29 -0.44
H -6.35 0.52 -1.80
C 2.70 0.32 1.64
C -3.01 0.39 4.15
C -5.67 0.31 -0.99
C -3.90 -0.23 1.15
H -0.94 4.98 -1.80
C -0.32 4.48 -1.07
H 2.33 -0.14 -6.98
C -1.65 0.47 -6.47
Si -0.35 -1.85 3.25
H 0.55 1.58 5.43
H -0.99 0.69 -2.24
H -1.76 -3.75 2.61
C 1.16 3.13 0.75
C -1.64 2.73 2.81
H -1.53 -2.49 -3.89
C 0.76 -2.60 -1.62
H 2.15 -0.31 5.60
C 2.11 2.26 3.80
C 2.49 0.43 -0.69
S 0.60 0.29 -4.01
H 0.97 -1.27 -7.22
C -6.14 -0.05 0.26
H 0.85 -3.73 2.13
H 2.28 -2.90 0.44
C 0.76 5.13 -0.50
C -1.91 -2.66 2.56
H 1.60 -3.36 3.67
H -2.79 -2.44 3.17
S -3.39 0.75 -2.60
H -0.17 -4.78 -3.76
C 2.87 -2.54 -2.88
C 1.16 -2.91 2.78
H -1.82 0.77 -7.50
I 3.11 5.34 1.44
C 1.50 4.44 0.45
H 4.69 0.41 2.41
H 5.75 0.60 0.17
H -2.30 1.04 -5.81
H 1.12 0.17 -8.25
H -3.08 -0.70 4.11
H -1.49 2.71 -1.11
H 0.41 2.89 -7.40
*
```


| no. | total energy (eV) |
| --- | --- |
| 1 | -18044.687 |
| 2 | -31085.237 |
| 3 | -35344.452 |
| 4 | -8833.897 |
| 5 | -170837.453 |